{"formula": "C54H119N5O8", "method": "ωB97M-V with the def2-TZVPD basis set", "symbols": ["C", "C", "C", "O", "H", "H", "H", "H", "H", "H", "H", "H", "C", "C", "C", "O", "H", "H", "H", "H", "H", "H", "H", "H", "C", "C", "C", "O", "H", "H", "H", "H", "H", "H", "H", "H", "C", "C", "C", "C", "C", "C", "N", "O", "C", "C", "C", "H", "H", "H", "H", "H", "H", "H", "H", "H", "H", "H", "H", "H", "H", "H", "H", "H", "H", "H", "C", "C", "C", "C", "C", "C", "N", "O", "C", "C", "C", "H", "H", "H", "H", "H", "H", "H", "H", "H", "H", "H", "H", "H", "H", "H", "H", "H", "H", "H", "C", "C", "C", "C", "C", "C", "N", "O", "C", "C", "C", "H", "H", "H", "H", "H", "H", "H", "H", "H", "H", "H", "H", "H", "H", "H", "H", "H", "H", "H", "C", "C", "C", "C", "C", "C", "N", "O", "C", "C", "C", "H", "H", "H", "H", "H", "H", "H", "H", "H", "H", "H", "H", "H", "H", "H", "H", "H", "H", "H", "C", "C", "C", "C", "C", "C", "N", "O", "C", "C", "C", "H", "H", "H", "H", "H", "H", "H", "H", "H", "H", "H", "H", "H", "H", "H", "H", "H", "H", "H"], "positions_angstrom": [[2.88690, 3.13760, -3.82294], [3.89793, 3.47275, -2.74975], [3.97236, 4.96886, -2.69335], [3.30763, 3.03463, -1.57056], [3.20117, 3.53818, -4.78672], [1.85625, 3.44799, -3.65115], [2.92158, 2.04837, -3.84482], [4.88019, 3.05327, -2.96721], [4.58737, 5.20859, -1.82595], [3.04305, 5.53604, -2.64050], [4.65748, 5.29509, -3.47584], [2.38057, 2.89180, -1.77491], [-1.98590, -6.97325, -2.40904], [-1.98075, -5.70808, -3.25632], [-3.14401, -4.78795, -3.11467], [-0.82816, -5.06159, -2.71303], [-1.02978, -7.48541, -2.51685], [-2.66097, -7.69066, -2.87562], [-2.35970, -6.81986, -1.39670], [-1.95367, -5.96717, -4.31474], [-3.04497, -4.21046, -2.19554], [-4.13714, -5.22662, -3.21143], [-3.16989, -3.92656, -3.78208], [-0.12247, -5.70931, -2.77677], [-4.86029, 0.55885, 3.24184], [-3.50120, 0.89214, 3.83637], [-3.67293, 1.39480, 5.25466], [-2.54751, -0.10266, 3.62723], [-5.49701, 1.44346, 3.25410], [-5.27822, -0.16341, 3.94312], [-4.95315, 0.08997, 2.26224], [-3.10674, 1.70673, 3.22897], [-4.27266, 2.30139, 5.17393], [-2.72666, 1.55433, 5.77159], [-4.17757, 0.73054, 5.95622], [-1.64345, 0.18772, 3.76847], [-1.57054, 1.04091, -0.26165], [-1.24122, -0.39019, -0.78098], [-2.51356, -1.37961, -1.04497], [-3.34371, -1.01861, -2.28950], [-2.43838, -0.98212, -3.51014], [-1.19592, -0.03268, -3.38017], [-0.51676, -0.19077, -2.06220], [0.65669, 0.63386, -1.90014], [-0.16090, -0.50810, -4.51503], [-1.52291, 1.31137, -3.72575], [-0.34283, -1.20721, 0.18202], [-2.38771, 1.41859, -0.87620], [-0.78891, 1.80062, -0.25837], [-2.06698, 0.99026, 0.70741], [-2.16691, -2.41219, -1.08656], [-3.25758, -1.13414, -0.28717], [-3.88156, -0.08994, -2.09873], [-4.08784, -1.81360, -2.33791], [-3.17326, -0.65454, -4.24548], [-2.14245, -1.94235, -3.93260], [0.69506, 0.15341, -4.64857], [0.25001, -1.49434, -4.29924], [-0.63904, -0.52525, -5.49441], [-0.72485, 2.05380, -3.72720], [-2.06019, 1.33922, -4.67372], [-2.28787, 1.66835, -3.03618], [-0.70614, -1.20111, 1.20967], [0.70000, -0.91902, 0.04953], [-0.43046, -2.26338, -0.07277], [1.39168, 0.13702, -2.26696], [-1.39763, 6.69605, 2.44722], [-0.70930, 5.31637, 2.04569], [0.12488, 5.70041, 0.85491], [1.10539, 4.64867, 0.37262], [1.97235, 4.33216, 1.57053], [1.22689, 3.89910, 2.83377], [0.12989, 4.88359, 3.21282], [-0.56715, 4.65557, 4.42889], [0.69763, 2.48819, 2.61728], [2.28928, 3.84181, 3.95525], [-1.88234, 4.36753, 1.77479], [-2.15689, 6.60625, 3.22411], [-1.83197, 7.35271, 1.69341], [-0.72836, 7.32751, 3.03155], [-0.51715, 6.12054, 0.08071], [0.64347, 6.54456, 1.30943], [1.77727, 5.02737, -0.39763], [0.52195, 3.87378, -0.12460], [2.40689, 5.25960, 1.94351], [2.66516, 3.52295, 1.33965], [1.09799, 1.65665, 3.19726], [-0.38961, 2.48168, 2.54002], [0.97976, 2.17098, 1.61335], [3.07018, 4.59357, 3.84064], [1.99392, 3.79377, 5.00337], [2.91111, 2.97012, 3.75133], [-1.57842, 3.43797, 1.29349], [-2.54473, 4.86140, 1.06385], [-2.52552, 4.06822, 2.60234], [-0.03095, 5.20591, 5.00441], [5.40884, -3.30177, 4.87675], [4.75140, -1.89441, 4.93112], [5.00424, -1.17135, 3.53140], [4.26916, -1.91568, 2.42847], [2.73768, -1.73441, 2.65233], [2.30413, -2.22574, 4.12782], [3.31108, -1.75629, 5.18530], [3.07894, -2.26296, 6.38728], [0.97456, -1.55197, 4.42927], [2.13708, -3.78379, 4.18972], [5.57933, -1.09775, 5.98494], [5.47264, -3.82232, 3.92120], [4.92390, -3.96554, 5.59253], [6.46094, -3.33696, 5.15949], [4.71471, -0.12920, 3.66630], [6.06451, -1.14196, 3.28026], [4.34011, -3.00161, 2.49027], [4.52275, -1.54289, 1.43609], [2.07114, -2.20079, 1.92684], [2.58191, -0.66191, 2.53581], [0.31812, -1.67380, 3.56768], [0.35799, -1.89715, 5.25921], [1.07607, -0.50270, 4.70645], [2.99007, -4.22040, 4.70922], [1.12343, -4.04463, 4.49401], [2.22396, -4.25747, 3.21187], [5.05011, -0.17954, 6.23973], [6.54859, -0.80748, 5.57952], [5.77332, -1.66038, 6.89812], [3.29158, -1.49899, 6.92833], [-4.38599, 4.61449, -1.77152], [-5.50218, 3.49860, -1.54828], [-6.83354, 4.11093, -1.03223], [-8.10889, 3.22543, -1.19300], [-8.24621, 2.51183, -2.57218], [-6.92812, 1.89437, -3.13267], [-5.71786, 2.75231, -2.87291], [-4.53919, 2.26431, -3.43815], [-6.69627, 0.43960, -2.66811], [-7.21811, 1.92439, -4.66792], [-5.02795, 2.58037, -0.39834], [-4.55051, 5.37148, -1.00471], [-4.49540, 5.09420, -2.74415], [-3.41975, 4.11454, -1.70409], [-6.79173, 4.26040, 0.04666], [-6.84760, 5.14313, -1.38220], [-9.06307, 3.74097, -1.08407], [-8.10056, 2.37925, -0.50597], [-8.66457, 3.26811, -3.23635], [-9.05763, 1.78428, -2.59143], [-6.20508, 0.42754, -1.69513], [-7.59318, 0.02214, -2.21053], [-6.25716, -0.23961, -3.39884], [-6.62200, 1.21055, -5.23641], [-8.23298, 1.58141, -4.86917], [-6.99137, 2.85748, -5.18372], [-4.43628, 3.10375, 0.35272], [-4.41941, 1.79627, -0.84886], [-5.76750, 2.07339, 0.22146], [-4.29083, 1.45002, -2.99448], [5.30354, -6.38027, -0.35348], [5.69335, -4.87894, -0.64423], [6.74688, -4.70042, -1.79909], [6.01802, -4.67839, -3.21077], [4.97386, -3.72606, -3.32221], [3.86386, -3.84782, -2.12242], [4.49960, -4.06852, -0.86825], [3.51969, -4.16962, 0.14386], [3.09555, -2.55094, -2.13839], [2.84547, -4.90018, -2.58391], [6.38329, -4.35070, 0.58880], [4.65668, -6.48799, 0.51720], [6.16955, -7.01466, -0.16457], [4.94303, -6.74490, -1.31534], [7.51581, -3.93544, -1.69120], [7.35567, -5.57607, -2.02430], [5.84208, -5.68234, -3.59707], [6.74522, -4.44683, -3.98901], [4.49288, -3.86271, -4.29076], [5.46620, -2.76797, -3.15558], [2.82744, -2.16240, -3.12086], [2.33350, -2.52287, -1.35955], [3.81456, -1.76328, -1.91316], [3.38568, -5.78652, -2.91658], [2.07458, -5.25684, -1.90082], [2.09079, -4.65253, -3.33039], [7.39394, -4.73934, 0.71393], [5.97915, -4.57009, 1.57705], [6.32698, -3.27453, 0.42513], [3.45491, -3.26916, 0.47031]], "forces_ev_per_a": [[1.030, -1.252, -1.199], [-2.415, 1.804, -1.024], [2.375, 0.697, 0.555], [0.345, -1.064, 1.658], [-0.083, -0.155, -0.147], [0.136, 0.285, 0.428], [-0.457, -0.221, -0.581], [-0.070, -0.305, 0.332], [-0.285, 0.240, 0.488], [-0.035, -0.339, -0.239], [-0.505, 0.393, -0.582], [-0.126, -0.208, 0.345], [-1.803, -0.948, -1.309], [0.430, -0.690, 1.096], [-0.688, 1.551, 0.662], [0.256, 1.191, -1.113], [0.196, 0.229, 0.566], [-0.407, -0.219, 0.080], [0.575, 0.119, 0.054], [0.827, -0.085, -0.230], [-0.296, -0.587, 0.668], [0.184, -0.367, 0.259], [0.462, -0.361, -0.820], [0.233, 0.161, 0.089], [-0.348, -0.925, 0.823], [0.419, 1.560, -1.270], [0.106, -0.175, 0.448], [-0.064, -2.092, 0.138], [0.065, 0.035, 0.057], [-0.496, -0.116, -0.029], [0.709, 0.207, -0.133], [-0.167, 0.809, 0.144], [0.234, 0.200, 0.359], [0.198, 0.544, -0.380], [-0.403, -0.420, -0.418], [-0.138, 0.419, 0.151], [-1.767, -0.918, 0.230], [0.189, -0.099, -0.471], [0.182, 2.948, -0.212], [1.761, -1.280, 0.879], [-0.703, 0.686, -0.166], [2.359, -2.987, -0.868], [0.200, -1.937, -0.476], [-1.288, 0.357, -0.074], [-0.349, -0.131, 0.755], [-2.161, 3.168, -0.116], [-0.270, -0.138, -0.582], [0.157, 0.230, -0.344], [0.295, -0.553, -0.045], [0.346, -0.017, 0.471], [-0.132, 0.169, 0.205], [0.518, -0.746, 0.983], [0.124, 0.095, -0.176], [-0.256, 0.095, -0.465], [0.659, 0.737, -0.842], [0.195, -0.301, 0.799], [-0.051, 0.340, 0.362], [-0.202, -0.166, 0.082], [-0.281, -0.105, 0.061], [0.197, -0.299, 0.018], [0.328, 0.092, -0.306], [0.122, 0.417, 0.214], [0.189, 0.633, 0.144], [-0.036, 0.174, 0.504], [0.281, -0.053, -0.342], [-0.050, -0.468, -0.029], [0.191, -0.014, 1.658], [-2.699, 0.891, 2.408], [0.593, 0.346, 0.158], [-0.260, 0.902, -0.015], [-0.837, -0.095, 0.652], [-0.874, -0.642, 2.063], [2.038, 0.936, -2.467], [0.282, -0.546, -0.978], [-0.679, -0.855, -1.306], [0.983, -0.127, -0.529], [-0.126, -0.452, -1.114], [-0.469, -0.723, -0.228], [0.164, -0.568, -0.568], [0.795, 0.015, -0.420], [-0.117, -0.231, -0.058], [0.636, 0.240, -0.576], [-0.123, 0.231, -0.119], [0.247, -0.692, 0.406], [0.767, 0.099, -0.815], [0.441, 0.390, 0.147], [-0.228, 0.379, 0.704], [0.039, -0.298, 0.645], [0.072, -0.027, -0.335], [-0.408, 0.747, 0.154], [-0.468, -0.013, -0.222], [-0.242, -0.502, 0.169], [0.114, -0.019, -0.130], [-0.105, 0.062, -0.163], [0.418, 0.361, 0.471], [-0.239, 0.070, 0.351], [-0.202, -0.736, 0.358], [2.031, 0.817, -2.197], [0.103, -1.128, 0.896], [-2.226, 0.011, 0.232], [0.768, 0.585, 1.708], [0.700, -0.135, 0.035], [1.118, 1.357, -4.723], [-1.261, -1.395, 3.269], [-0.749, 0.382, 0.342], [0.424, 0.516, -1.065], [-0.757, 0.017, -0.121], [-0.720, 0.208, -0.216], [-0.110, -0.081, 0.020], [0.084, 0.715, 0.339], [-0.403, 0.058, -0.335], [0.204, -0.224, 0.323], [1.041, 0.050, -0.190], [0.206, -0.162, -0.094], [0.148, -0.364, 0.011], [-0.454, 0.193, 0.348], [0.002, 0.249, -0.227], [0.485, -0.819, 0.241], [0.355, 0.269, -0.614], [-0.673, -0.130, 0.649], [0.392, -0.206, 0.724], [0.007, 0.305, -0.465], [-0.034, 0.165, 0.076], [-0.045, -0.140, -0.144], [-0.153, -0.094, 0.015], [-0.357, -0.177, 0.738], [-1.500, -1.277, -0.009], [-0.123, -0.707, 0.069], [-0.433, -0.001, -0.242], [0.244, -1.067, -1.484], [0.794, 1.419, 0.643], [0.099, 0.413, -1.243], [-1.634, 1.699, 1.040], [-0.392, 0.348, -0.128], [-0.774, 0.332, 1.424], [0.817, -1.052, -0.387], [0.632, -0.568, -0.300], [0.400, -0.066, 0.180], [-0.049, -0.165, -0.030], [0.109, 0.365, 0.076], [0.611, -0.084, 0.163], [-0.876, -0.072, -0.660], [0.279, 0.368, 0.516], [0.229, 0.358, 0.697], [0.618, 0.175, -0.497], [0.294, -0.433, 0.401], [1.214, 0.183, -0.268], [-0.751, -0.306, -1.051], [0.034, 0.141, 0.184], [0.402, -0.259, 0.240], [-0.206, 0.322, 0.124], [-0.371, 0.339, 0.588], [0.327, 0.249, -0.248], [0.330, -0.085, 0.321], [-0.613, 0.024, -0.482], [-0.002, -0.466, 0.349], [0.961, 0.550, -1.342], [0.543, -1.729, 1.088], [-1.581, -1.343, -2.259], [3.482, -1.672, 0.356], [-2.862, 1.158, 2.024], [-0.554, -0.234, -3.514], [0.605, 1.107, -0.341], [0.291, -0.588, 0.082], [1.247, 1.724, 0.738], [-0.493, -1.735, 0.049], [0.283, 0.728, 0.764], [-0.385, 0.185, -0.487], [0.373, 0.295, 0.158], [-0.803, -0.418, 0.327], [-0.706, 0.623, 0.301], [0.053, -0.521, 1.251], [-0.912, -0.449, 0.779], [0.624, 0.536, 0.119], [-0.342, 0.695, 0.095], [-0.436, 0.485, -0.472], [-0.855, -0.884, -0.162], [-0.429, 0.053, -0.498], [0.272, 0.243, 0.749], [-0.135, -0.241, -0.167], [0.676, 0.063, 1.297], [0.848, 0.894, -0.889], [0.261, 0.254, -0.573], [-0.849, -0.092, -0.239], [0.701, 0.222, 0.519], [0.037, 0.131, 0.263]], "lowdin_charge": [-0.068, -0.512, -0.077, -0.047, 0.087, 0.087, 0.077, 0.145, 0.079, 0.086, 0.079, 0.059, -0.057, -0.484, -0.057, -0.063, 0.080, 0.075, 0.091, 0.134, 0.069, 0.091, 0.064, 0.057, -0.051, -0.527, -0.051, -0.043, 0.080, 0.078, 0.070, 0.110, 0.083, 0.078, 0.078, 0.075, -0.016, -0.414, -0.080, -0.189, -0.110, -0.483, -0.081, -0.032, -0.023, -0.068, -0.030, 0.044, 0.064, 0.073, 0.097, 0.114, 0.064, 0.109, 0.116, 0.102, 0.063, 0.072, 0.080, 0.094, 0.102, 0.063, 0.073, 0.066, 0.070, 0.079, -0.050, -0.474, -0.152, -0.163, -0.142, -0.472, -0.099, -0.003, -0.022, -0.034, -0.040, 0.070, 0.080, 0.075, 0.127, 0.120, 0.098, 0.105, 0.122, 0.127, 0.069, 0.059, 0.074, 0.075, 0.081, 0.075, 0.045, 0.074, 0.079, 0.096, -0.037, -0.466, -0.118, -0.194, -0.110, -0.404, -0.161, -0.004, -0.059, -0.001, -0.044, 0.059, 0.076, 0.079, 0.116, 0.113, 0.077, 0.111, 0.097, 0.103, 0.074, 0.082, 0.076, 0.063, 0.081, 0.072, 0.081, 0.082, 0.080, 0.108, -0.015, -0.428, -0.127, -0.152, -0.149, -0.449, -0.103, -0.024, -0.027, -0.050, -0.045, 0.074, 0.081, 0.068, 0.108, 0.108, 0.105, 0.098, 0.106, 0.113, 0.066, 0.079, 0.082, 0.066, 0.079, 0.087, 0.076, 0.044, 0.075, 0.031, -0.013, -0.481, -0.075, -0.240, -0.142, -0.487, -0.100, 0.001, -0.053, -0.045, -0.059, 0.080, 0.075, 0.068, 0.113, 0.109, 0.111, 0.112, 0.129, 0.125, 0.087, 0.080, 0.081, 0.073, 0.072, 0.075, 0.089, 0.067, 0.087, 0.056], "max_force_ev_per_a": 5.04, "lumo_energy_ev": 0.586, "total_charge": 0, "smiles": "CC1(C)CCCC(C)(C)N1O.CC1(C)CCCC(C)(C)N1O.CC1(C)CCCC(C)(C)N1O.CC1(C)CCCC(C)(C)N1O.CC1(C)CCCC(C)(C)N1O.CC(C)O.CC(C)O.CC(C)O", "e_tot_ev": -81745.750}